A cluster of 8 separate species, C43H93Br4F3N2O20P2 in total, computed with the ωB97M-V functional and the def2-TZVPD basis.

```
167
C43H93Br4F3N2O20P2, DFT the ωB97M-V functional and the def2-TZVPD basis
C -1.136 0.843 -1.492
C -2.152 0.305 -2.662
O -3.541 0.499 -2.176
C -3.961 1.914 -2.387
C -5.216 1.877 -3.441
C -6.198 3.185 -3.414
P -4.970 4.621 -3.159
O -3.840 4.494 -4.303
C -6.797 3.539 -4.935
O -6.419 3.081 -6.131
N -7.893 4.565 -4.586
C -8.456 4.511 -3.148
C -10.116 4.360 -3.010
C -10.856 3.974 -4.420
C -12.288 3.191 -4.267
F -12.956 3.169 -5.621
Br -13.418 4.225 -2.982
C -12.181 1.626 -3.790
F -11.786 1.465 -2.343
F -13.586 1.078 -3.860
Br -11.072 0.454 -4.979
C -8.163 5.943 -2.416
Br -7.131 6.176 -0.672
C -8.622 7.263 -3.015
C -8.241 8.704 -2.256
Br -9.660 7.436 -4.715
C -7.633 3.150 -2.631
N -8.477 2.063 -3.329
P -7.759 2.607 -0.814
O -6.369 2.951 -0.071
O -7.942 0.853 -0.595
O -8.985 3.478 0.121
H -1.805 1.374 -0.676
H -0.237 1.488 -1.874
H -0.660 -0.104 -0.953
H -1.950 0.747 -3.726
H -1.980 -0.867 -2.747
H -4.164 2.485 -1.386
H -3.020 2.451 -2.882
H -5.775 0.840 -3.284
H -4.732 1.798 -4.529
H -5.531 5.946 -3.329
H -4.363 4.627 -1.821
H -7.358 5.472 -4.741
H -10.625 5.360 -2.627
H -10.301 3.570 -2.134
H -10.133 3.238 -5.020
H -11.044 4.882 -5.147
H -8.655 8.741 -1.145
H -7.048 8.737 -2.276
H -8.578 9.645 -2.899
H -7.913 1.203 -3.502
H -9.249 1.732 -2.675
H -7.130 0.542 -0.060
H -9.867 3.006 0.075
C 0.635 -5.753 -0.668
O 1.304 -5.342 0.519
C 2.060 -4.141 0.333
C 1.282 -2.902 0.794
O 0.109 -2.690 0.003
C -1.065 -3.213 0.617
H -0.177 -6.428 -0.387
H 0.208 -4.910 -1.219
H 1.333 -6.291 -1.315
H 2.378 -4.044 -0.711
H 2.962 -4.236 0.948
H 1.919 -2.022 0.660
H 1.024 -2.966 1.858
H -1.434 -2.500 1.366
H -0.891 -4.181 1.093
H -1.827 -3.339 -0.155
C -2.251 0.572 3.168
O -2.742 -0.712 2.798
C -3.111 -1.504 3.932
C -4.618 -1.427 4.212
O -5.021 -0.103 4.577
C -5.553 0.628 3.476
H -2.330 1.231 2.299
H -2.821 1.015 3.990
H -1.201 0.493 3.458
H -2.529 -1.211 4.813
H -2.854 -2.541 3.692
H -4.846 -2.075 5.065
H -5.202 -1.786 3.356
H -6.602 0.345 3.322
H -4.992 0.459 2.553
H -5.507 1.692 3.719
C 0.254 6.054 4.503
O 0.559 5.945 3.117
C 1.093 4.663 2.774
C 0.011 3.725 2.222
O -0.982 3.426 3.209
C -2.139 4.249 3.085
H -0.456 6.876 4.633
H -0.198 5.142 4.904
H 1.165 6.282 5.062
H 1.604 4.215 3.633
H 1.841 4.830 1.991
H 0.481 2.775 1.947
H -0.454 4.140 1.320
H -2.791 3.847 2.298
H -1.890 5.288 2.853
H -2.678 4.226 4.035
C 5.767 -4.192 2.440
O 4.698 -3.252 2.461
C 4.453 -2.732 3.771
C 5.144 -1.379 3.985
O 6.569 -1.500 3.929
C 7.096 -1.160 2.650
H 6.133 -4.271 1.413
H 6.601 -3.889 3.080
H 5.401 -5.170 2.762
H 4.753 -3.456 4.536
H 3.370 -2.588 3.857
H 4.894 -1.016 4.987
H 4.791 -0.632 3.263
H 7.178 -0.069 2.566
H 6.480 -1.541 1.831
H 8.093 -1.597 2.565
C 11.249 -3.160 -1.240
O 10.758 -4.444 -1.610
C 10.389 -5.235 -0.476
C 8.882 -5.158 -0.196
O 8.479 -3.834 0.169
C 7.947 -3.103 -0.932
H 11.170 -2.500 -2.109
H 10.679 -2.716 -0.419
H 12.299 -3.238 -0.950
H 10.971 -4.943 0.405
H 10.646 -6.272 -0.717
H 8.654 -5.806 0.657
H 8.298 -5.517 -1.052
H 6.898 -3.386 -1.086
H 8.508 -3.272 -1.856
H 7.993 -2.039 -0.690
C 9.970 2.724 6.305
O 10.161 1.432 6.870
C 9.234 0.469 6.359
C 9.843 -0.356 5.217
O 10.147 0.460 4.081
C 11.516 0.855 4.044
H 10.890 3.298 6.446
H 9.751 2.683 5.234
H 9.153 3.233 6.822
H 8.305 0.958 6.043
H 8.990 -0.207 7.186
H 9.104 -1.094 4.889
H 10.734 -0.902 5.550
H 12.121 0.039 3.628
H 11.899 1.124 5.031
H 11.602 1.726 3.390
C 2.770 -4.784 -4.262
O 2.961 -6.076 -3.697
C 2.034 -7.039 -4.209
C 2.643 -7.864 -5.351
O 2.947 -7.048 -6.487
C 4.316 -6.653 -6.524
H 3.690 -4.210 -4.121
H 2.551 -4.825 -5.333
H 1.953 -4.274 -3.745
H 1.105 -6.550 -4.524
H 1.790 -7.715 -3.382
H 1.904 -8.602 -5.678
H 3.534 -8.410 -5.017
H 4.921 -7.469 -6.939
H 4.699 -6.384 -5.536
H 4.402 -5.782 -7.177
```

gap between HOMO and LUMO	0.2981	Ha
SMILES	CCOCC[C@@]1([PH2]=O)C(=O)N[C@](CC[C@](F)(Br)C(F)(F)Br)(/C(Br)=C(/C)Br)[C@]1(N)P(=O)(O)O.COCCOC.COCCOC.COCCOC.COCCOC.COCCOC.COCCOC.COCCOC
total energy	-14586.19732	hartree


A cluster of 5 separate species, C43H96F6N3P2 in total, computed with the ωB97M-V functional and the def2-TZVPD basis.

```
150
C43H96F6N3P2, DFT the ωB97M-V functional and the def2-TZVPD basis
C -6.078 -0.410 0.692
C -5.778 -1.893 0.984
C -4.270 -2.119 0.926
C -3.838 -3.556 1.103
P -2.079 -3.809 0.825
C -1.138 -2.692 1.868
C -1.415 -2.923 3.360
C -0.379 -2.255 4.261
C -0.212 -0.751 4.050
C -1.705 -3.332 -0.880
C -0.301 -3.622 -1.376
C 0.048 -3.036 -2.728
C 1.532 -3.303 -3.088
C -1.608 -5.547 1.009
C -2.080 -6.445 -0.148
C -1.380 -7.823 -0.161
C 0.124 -7.755 -0.224
H -5.931 0.196 1.587
H -7.120 -0.240 0.413
H -5.482 -0.055 -0.155
H -6.352 -2.504 0.293
H -6.088 -2.062 2.019
H -3.750 -1.398 1.558
H -3.958 -1.843 -0.096
H -4.347 -4.290 0.469
H -4.061 -3.915 2.118
H -1.383 -1.667 1.613
H -0.092 -2.983 1.720
H -1.486 -3.989 3.586
H -2.409 -2.493 3.537
H 0.546 -2.780 3.973
H -0.574 -2.522 5.299
H -1.160 -0.217 4.043
H 0.311 -0.598 3.107
H 0.416 -0.365 4.855
H -1.939 -2.259 -0.925
H -2.502 -3.793 -1.477
H -0.197 -4.712 -1.479
H 0.437 -3.441 -0.584
H -0.087 -1.955 -2.794
H -0.570 -3.508 -3.496
H 1.956 -4.188 -2.614
H 2.139 -2.451 -2.782
H 1.637 -3.368 -4.170
H -2.090 -5.890 1.927
H -0.514 -5.536 1.043
H -1.961 -5.982 -1.128
H -3.156 -6.602 -0.018
H -1.780 -8.276 -1.073
H -1.848 -8.420 0.624
H 0.488 -8.678 -0.666
H 0.612 -7.581 0.736
H 0.452 -6.906 -0.834
C -1.789 -2.132 -5.497
C -2.873 -1.606 -4.562
C -2.762 -0.098 -4.278
C -3.964 0.308 -3.457
N -4.082 1.761 -3.119
C -3.202 2.129 -1.967
C -3.814 3.387 -1.360
C -5.325 3.291 -1.651
C -5.456 2.114 -2.635
C -3.731 2.630 -4.258
H -0.824 -1.812 -5.097
H -1.924 -1.704 -6.487
H -1.867 -3.213 -5.544
H -2.895 -2.165 -3.620
H -3.863 -1.764 -5.007
H -2.679 0.448 -5.219
H -1.828 0.077 -3.733
H -3.915 -0.242 -2.518
H -4.898 0.077 -3.973
H -2.219 2.448 -2.309
H -3.036 1.286 -1.304
H -3.408 4.278 -1.841
H -3.550 3.456 -0.307
H -5.832 4.186 -1.994
H -5.793 2.960 -0.725
H -6.157 2.133 -3.463
H -5.751 1.279 -1.994
H -3.991 3.665 -4.067
H -4.223 2.267 -5.160
H -2.664 2.541 -4.445
C 3.760 5.752 -3.007
C 3.463 6.927 -2.049
C 2.210 6.687 -1.193
C 2.373 5.424 -0.360
N 1.401 5.332 0.788
C 1.558 6.439 1.792
C 1.274 5.801 3.147
C 1.953 4.445 3.030
C 1.727 4.047 1.555
C 0.009 5.262 0.311
H 3.005 5.813 -3.793
H 3.794 4.778 -2.522
H 4.734 5.877 -3.480
H 3.369 7.833 -2.638
H 4.277 7.004 -1.322
H 1.285 6.602 -1.766
H 2.142 7.519 -0.484
H 3.369 5.363 0.079
H 2.177 4.532 -0.956
H 0.823 7.214 1.579
H 2.537 6.912 1.755
H 0.204 5.644 3.286
H 1.666 6.406 3.961
H 1.564 3.681 3.702
H 3.030 4.492 3.192
H 1.044 3.227 1.337
H 2.689 3.695 1.182
H -0.646 5.226 1.181
H -0.117 4.378 -0.299
H -0.228 6.202 -0.184
C 6.192 -0.443 -1.090
C 4.761 -0.884 -0.791
C 4.141 -0.376 0.502
C 5.069 -0.660 1.658
N 4.589 -0.179 3.013
C 3.261 -0.777 3.422
C 3.575 -1.783 4.557
C 5.102 -1.924 4.546
C 5.537 -0.538 4.136
C 4.511 1.306 2.957
H 7.004 -0.915 -0.548
H 6.265 0.653 -1.000
H 6.338 -0.501 -2.171
H 4.662 -1.972 -0.887
H 4.145 -0.539 -1.627
H 3.120 -0.726 0.649
H 4.014 0.710 0.427
H 6.062 -0.243 1.518
H 5.164 -1.743 1.787
H 2.590 0.004 3.766
H 2.815 -1.338 2.611
H 3.149 -1.543 5.531
H 3.061 -2.713 4.305
H 5.518 -2.246 5.495
H 5.365 -2.667 3.793
H 5.408 0.196 4.922
H 6.540 -0.538 3.710
H 3.655 1.579 2.342
H 5.388 1.699 2.445
H 4.432 1.734 3.949
P -0.186 0.741 -0.152
F 0.162 1.203 1.389
F 1.324 1.146 -0.604
F 0.356 -0.716 0.272
F -0.524 0.336 -1.651
F -1.688 0.398 0.302
F -0.609 2.301 -0.420
```

gap between HOMO and LUMO	0.4218	Ha
total energy	-3141.58780	hartree
total charge	+3
relative energy (zero: lowest compared OMol25 entry of this formula, charge and spin)	0.0	kJ/mol